1.
31
Properties=species:S:1:pos:R:3:lowdin_spin:R:1 method="wB97M-V/def2-TZVPD" charge=+4 homo_ev="-22.596 / -22.597" multiplicity=2
Hf -0.61437 -0.51716 1.90165 0.001
F 0.24915 -0.44669 -0.22620 0.000
C -0.32996 2.80185 -1.49390 0.002
O -1.75555 2.71990 -1.22034 0.002
C -2.11398 2.16245 -0.00513 0.000
O -1.30531 1.55239 0.80145 0.000
O -3.39503 2.38232 0.32295 0.000
C -4.29501 3.03416 -0.50012 0.000
H 0.02032 3.39163 -0.64681 0.000
H -0.26535 3.43057 -2.38196 0.000
H 0.11798 1.81932 -1.64254 0.001
H -4.24982 2.62714 -1.51027 0.000
H -4.01136 4.08244 -0.59357 0.000
H -5.30311 2.94552 -0.09516 0.000
C 3.81067 -1.13429 0.02083 0.000
O 4.02827 -1.68540 1.26242 0.000
C 3.04504 -2.05448 2.06635 0.000
O 1.83020 -1.76433 1.83168 0.000
O 3.60616 -2.84680 2.95167 0.000
C 2.73128 -3.61574 3.79322 0.000
H 2.97117 -0.44915 -0.09714 0.000
H 3.66091 -1.98792 -0.64022 0.000
H 4.72973 -0.65576 -0.31744 0.000
H 1.80432 -3.07883 3.99465 0.000
H 3.35173 -3.92461 4.63449 0.000
H 2.33450 -4.53558 3.36361 0.000
C -2.13071 -0.82987 -2.95841 -0.003
Cl -1.75458 0.36552 -4.25450 0.422
Cl -2.51054 -2.44502 -3.69109 0.572
H -1.29552 -0.94820 -2.26809 0.003
H -2.96134 -0.39551 -2.40210 0.002



2.
31
Properties=species:S:1:pos:R:3:lowdin_spin:R:1 method="wB97M-V/def2-TZVPD" charge=0 homo_ev="-5.934 / -10.488" multiplicity=4
Pd -1.17268 1.64286 1.19979 2.400
F -1.88604 -0.35880 1.51326 0.245
C -0.00211 3.04017 -3.11167 0.003
O -0.05068 1.60686 -3.20619 0.003
C -0.40032 0.82773 -2.07950 0.011
O -0.69287 1.23035 -0.96141 0.139
O -0.29279 -0.42566 -2.41265 0.001
C -0.48245 -1.47493 -1.41385 0.002
H 1.01156 3.41390 -3.25621 0.000
H -0.26948 3.35805 -2.10391 0.005
H -0.76841 3.48073 -3.74947 0.000
H 0.07785 -2.35033 -1.74222 0.000
H -1.52481 -1.76009 -1.27159 0.000
H -0.11312 -1.19346 -0.42770 0.001
C 1.17077 -1.87195 2.04648 0.002
O 2.17455 -0.85787 2.09354 0.002
C 1.96832 0.40560 1.66179 0.016
O 0.84830 0.93698 1.44092 0.150
O 3.14247 1.02486 1.56192 0.004
C 3.22328 2.38336 1.20981 0.004
H 0.17500 -1.54000 2.34031 0.001
H 1.29995 -2.71418 2.72622 0.000
H 1.04824 -2.30002 1.05157 0.000
H 2.76027 2.51971 0.23251 0.001
H 4.25226 2.73453 1.13241 0.000
H 2.83013 3.15487 1.87185 0.002
C -3.55218 -2.90251 0.85589 0.002
Cl -4.42952 -4.41361 1.15831 0.001
Cl -3.89428 -2.52133 -0.91033 0.002
H -3.97292 -2.13944 1.51072 0.001
H -2.47827 -2.93637 1.03940 0.002



3.
29
Properties=species:S:1:pos:R:3:nbo_charge:R:1 method="wB97M-V/def2-TZVPD" charge=0 homo_ev=-9.978 smiles="C[C@@H](Cl)C[C@@H]1OS(=O)(=O)O[C@H]1Cl.CCO"
C -0.99624 -3.37161 0.07882 -0.637
C -1.71814 -2.58499 1.19513 -0.159
Cl -2.88702 -3.68371 2.04346 -0.075
C -0.75639 -2.04526 2.28970 -0.441
C 0.34339 -1.11350 1.72885 0.019
O -0.10019 -0.49418 0.50207 -0.651
S 1.24408 -0.28757 -0.39863 2.480
O 1.76405 1.03443 -0.11822 -0.898
O 1.13133 -0.52043 -1.81704 -0.859
O 2.16845 -1.47009 0.24028 -0.649
C 1.79908 -1.62512 1.62058 0.079
Cl 2.97055 -0.54199 2.50980 -0.049
H 0.05846 -3.08133 -0.02364 0.203
H -1.01669 -4.43863 0.32882 0.232
H -1.49041 -3.18931 -0.88218 0.237
H -2.31101 -1.75228 0.80941 0.225
H -1.37891 -1.42754 2.95128 0.234
H -0.37786 -2.88562 2.88315 0.236
H 0.41751 -0.29518 2.45960 0.231
H 2.04569 -2.60587 2.02432 0.242
C 0.46485 4.70102 -1.99267 -0.635
C -0.72741 3.92985 -2.52810 -0.059
O -0.34053 2.63478 -2.97343 -0.719
H 1.23167 4.79745 -2.76238 0.212
H 0.17071 5.69927 -1.66192 0.207
H 0.91793 4.17365 -1.14960 0.205
H -1.16532 4.44726 -3.38141 0.174
H -1.49802 3.82785 -1.75558 0.150
H 0.03638 2.16862 -2.22049 0.464



Number 1: F_max 9.31 eV/A. Number 2: F_max 4.28 eV/A. Number 3: F_max 3.78 eV/A.